(1)
{
  "formula": "C3H4N2O2",
  "method": "wB97M-V/def2-TZVPD",
  "spin_multiplicity": 3,
  "de_lowest_kcal_mol": 92.9,
  "total_charge": 0,
  "lumo_energy_ev": [0.83, -3.36],
  "fmax_ev_per_a": 8.9,
  "homo_ev": [-7.39, -10.64],
  "orbital_gap_ev": [8.2, 7.3],
  "elements": ["C", "C", "C", "N", "N", "O", "O", "H", "H", "H", "H"],
  "positions_angstrom": [[-0.9641, -1.7117, -1.7885], [-0.0567, -0.2738, 1.2071], [-0.1972, 0.8964, 0.6764], [-0.2011, -2.1143, -1.0290], [0.9654, 1.4634, 0.1158], [1.9842, 0.7866, 0.0470], [0.9819, 2.6140, -0.1962], [-0.7892, -0.9854, 1.7192], [0.9527, -0.6435, 1.1337], [-1.6672, -1.7018, -2.5746], [-1.0086, 1.6702, 0.6892]],
  "forces_ev_per_a": [[0.68, -1.32, 0.40], [-0.79, -3.60, 2.00], [-0.61, 3.34, -0.33], [-0.26, 0.54, -0.25], [-7.53, -4.01, 2.51], [5.40, -1.44, -0.90], [2.00, 6.06, -2.09], [0.90, 1.62, -0.97], [0.04, -0.57, 0.13], [-0.44, 0.61, -0.36], [0.60, -1.23, -0.14]],
  "lowdin_charge": [-0.054, -0.020, -0.134, 0.080, -0.508, 0.167, 0.122, 0.101, 0.055, 0.046, 0.145]
}

***

(2)
{
  "formula": "C4H12NO2",
  "method": "wB97M-V/def2-TZVPD",
  "spin_multiplicity": 2,
  "de_lowest_kcal_mol": 34.6,
  "total_charge": 2,
  "lumo_energy_ev": [-11.08, -13.09],
  "fmax_ev_per_a": 4.1,
  "homo_ev": [-17.75, -17.73],
  "orbital_gap_ev": [6.7, 4.6],
  "elements": ["C", "C", "C", "C", "N", "H", "H", "H", "H", "H", "H", "H", "H", "H", "H", "O", "H", "H", "O"],
  "positions_angstrom": [[-0.4157, -0.8555, -0.8908], [0.1914, 0.1144, 0.0421], [1.3941, -0.1336, 0.6673], [-1.9473, 1.1042, 0.6081], [-0.6595, 1.0470, 0.7109], [-0.9093, -1.7363, -0.4369], [0.4725, -1.3279, -1.3350], [-1.0181, -0.3626, -1.6508], [2.1871, 0.5431, 1.0046], [1.8945, -1.1069, 0.5948], [-2.4402, 2.0128, 0.9472], [-2.4644, 0.2357, 0.2047], [-0.2408, 1.7188, 1.4276], [0.4492, -4.3521, -2.1870], [0.2785, -3.2215, -3.1850], [0.2153, -3.4163, -2.2374], [0.6502, 3.6633, 1.3695], [1.4886, 3.2116, 2.5024], [0.8738, 2.8619, 1.8436]],
  "forces_ev_per_a": [[1.70, 0.58, -0.58], [-3.10, -1.33, 2.32], [2.92, -0.22, -0.59], [0.20, -0.57, -0.35], [0.56, 0.77, 0.05], [-0.09, 0.37, 0.30], [-0.46, -0.25, -0.53], [-0.19, -0.20, -0.04], [-0.95, 0.68, 0.41], [-0.74, -0.26, -0.20], [-0.21, -0.33, 0.43], [-0.29, 0.41, -0.41], [0.68, 0.18, -0.81], [-0.05, 0.03, 0.10], [-0.06, -0.11, 0.20], [0.13, 0.13, -0.30], [-0.21, 0.45, -0.45], [0.02, -0.40, 0.43], [0.13, 0.08, 0.05]],
  "lowdin_charge": [0.017, -0.142, 0.340, 0.305, 0.112, 0.160, 0.098, 0.129, 0.141, 0.152, 0.159, 0.144, 0.133, 0.065, 0.065, -0.059, 0.088, 0.109, -0.016]
}

***

(3)
{
  "formula": "C31H20AuF15N5OP",
  "method": "wB97M-V/def2-TZVPD",
  "de_lowest_kcal_mol": 1.3,
  "total_charge": 2,
  "lumo_energy_ev": -8.10,
  "fmax_ev_per_a": 0.2,
  "homo_ev": -15.58,
  "orbital_gap_ev": 7.5,
  "elements": ["Au", "N", "C", "N", "C", "N", "C", "C", "N", "C", "C", "N", "H", "H", "H", "H", "H", "C", "C", "O", "C", "F", "F", "F", "C", "F", "F", "F", "H", "H", "H", "F", "C", "F", "F", "C", "C", "C", "C", "C", "C", "P", "C", "C", "C", "C", "C", "C", "C", "F", "F", "F", "C", "C", "C", "C", "C", "C", "C", "F", "F", "F", "H", "H", "H", "H", "H", "H", "H", "H", "H", "H", "H", "H"],
  "positions_angstrom": [[1.0860, 0.9385, 0.7755], [1.6815, -0.8862, 4.4911], [1.0947, -0.9854, 3.3101], [1.3244, 0.1488, 2.6533], [2.0888, 0.8980, 3.5177], [2.3139, 0.2940, 4.6460], [2.5320, 2.2189, 3.0971], [3.1702, 3.1361, 3.9114], [3.4856, 4.3467, 3.4621], [3.1535, 4.6445, 2.2168], [2.5177, 3.7302, 1.3759], [2.2294, 2.5150, 1.8222], [1.6934, -1.5669, 5.2397], [0.5431, -1.8453, 2.9682], [3.4214, 2.8878, 4.9354], [3.3958, 5.6357, 1.8550], [2.2560, 3.9700, 0.3581], [1.5536, 0.8232, -3.1640], [1.9257, 1.7794, -2.0356], [0.9579, 1.8096, -0.9944], [1.8812, 3.2208, -2.6134], [0.6556, 3.4575, -3.0867], [2.1357, 4.1579, -1.6852], [2.7591, 3.3739, -3.5974], [3.3435, 1.4242, -1.5462], [3.2917, 0.2381, -0.8771], [4.1973, 1.2849, -2.5407], [3.8417, 2.3148, -0.6781], [0.4969, 0.9454, -3.3910], [1.7527, -0.2052, -2.8771], [2.1337, 1.0466, -4.0574], [-6.3013, 2.8377, -0.6941], [-5.6295, 2.4808, -1.7970], [-6.4118, 1.6674, -2.5114], [-5.3971, 3.5809, -2.5153], [-4.3374, 1.7895, -1.4123], [-4.3618, 0.4354, -1.1021], [-3.1988, -0.1929, -0.7003], [-2.0012, 0.5337, -0.6310], [-1.9827, 1.8901, -0.9506], [-3.1600, 2.5149, -1.3337], [-0.5792, -0.4326, -0.1168], [0.0631, -1.4851, -1.4000], [1.2805, -2.1415, -1.2041], [1.7765, -2.9708, -2.1915], [1.0539, -3.1400, -3.3683], [-0.1592, -2.4978, -3.5630], [-0.6607, -1.6622, -2.5768], [1.6364, -3.9999, -4.4724], [2.4649, -3.2659, -5.2272], [0.6802, -4.4913, -5.2605], [2.3340, -5.0202, -3.9657], [-1.1720, -1.4614, 1.2338], [-0.9300, -2.8331, 1.2723], [-1.3391, -3.5711, 2.3769], [-1.9831, -2.9344, 3.4268], [-2.2708, -1.5734, 3.3720], [-1.8664, -0.8367, 2.2748], [-2.3162, -3.7067, 4.6857], [-2.4493, -5.0080, 4.4484], [-1.3056, -3.5478, 5.5687], [-3.4295, -3.2550, 5.2574], [-5.2855, -0.1230, -1.1720], [-3.2309, -1.2446, -0.4421], [-1.0660, 2.4566, -0.9251], [-3.1551, 3.5671, -1.5827], [1.8538, -1.9918, -0.2959], [2.7203, -3.4818, -2.0574], [-0.7087, -2.6451, -4.4827], [-1.5975, -1.1445, -2.7364], [-0.4302, -3.3322, 0.4530], [-1.1582, -4.6369, 2.4174], [-2.8092, -1.1005, 4.1828], [-2.0938, 0.2226, 2.2275]],
  "forces_ev_per_a": [[-0.13, 0.09, -0.01], [-0.01, 0.00, 0.00], [0.03, -0.01, 0.02], [-0.02, -0.09, -0.04], [0.02, 0.01, -0.01], [-0.01, 0.01, 0.00], [0.01, 0.00, 0.03], [0.00, 0.00, 0.00], [0.00, 0.00, -0.01], [0.01, 0.00, 0.01], [0.00, 0.00, -0.04], [-0.03, -0.04, -0.08], [0.00, 0.00, 0.00], [0.02, 0.00, 0.00], [0.00, 0.00, 0.00], [0.00, 0.00, 0.00], [-0.01, -0.01, 0.01], [-0.01, 0.00, 0.01], [-0.08, -0.03, -0.05], [0.23, 0.08, 0.06], [0.01, 0.02, 0.01], [-0.01, 0.01, -0.01], [0.00, -0.01, -0.02], [0.00, 0.00, 0.01], [0.02, 0.02, 0.06], [-0.02, 0.00, 0.00], [-0.01, -0.01, -0.02], [-0.02, 0.01, 0.01], [0.00, 0.00, 0.00], [0.01, 0.00, -0.02], [0.00, 0.00, 0.00], [0.00, 0.00, 0.00], [0.00, 0.00, 0.00], [0.00, 0.00, 0.00], [0.00, 0.00, 0.00], [0.00, 0.01, 0.00], [0.01, 0.00, 0.00], [-0.02, 0.00, 0.00], [-0.01, -0.04, 0.01], [0.01, 0.00, -0.01], [0.00, 0.00, -0.01], [0.03, 0.01, 0.09], [0.00, -0.01, -0.02], [0.00, 0.00, 0.01], [-0.01, -0.01, 0.00], [0.00, 0.00, 0.00], [0.00, 0.00, 0.00], [0.01, 0.00, 0.01], [0.00, 0.00, 0.00], [0.00, 0.00, 0.00], [0.00, 0.00, 0.00], [0.00, 0.00, 0.00], [-0.03, -0.01, -0.01], [0.00, 0.02, -0.01], [0.00, -0.01, 0.00], [0.00, 0.00, 0.00], [-0.01, 0.00, 0.00], [-0.01, 0.00, 0.01], [-0.01, 0.00, 0.00], [0.00, 0.00, 0.00], [0.01, 0.00, 0.00], [0.00, 0.00, 0.00], [0.00, 0.00, 0.00], [0.00, 0.01, -0.01], [0.01, 0.00, 0.01], [0.00, 0.00, 0.00], [0.00, 0.00, 0.00], [0.00, 0.00, 0.00], [0.00, 0.00, 0.00], [0.00, 0.00, 0.00], [0.01, 0.00, 0.00], [0.00, 0.00, 0.00], [0.00, 0.00, 0.00], [0.00, 0.00, 0.00]],
  "lowdin_charge": [1.223, 0.100, -0.075, -0.017, -0.276, 0.190, -0.175, -0.013, 0.145, -0.036, -0.047, 0.014, 0.192, 0.122, 0.140, 0.136, 0.102, 0.040, -0.372, -0.324, -0.572, 0.181, 0.147, 0.201, -0.570, 0.098, 0.216, 0.159, 0.108, 0.075, 0.118, 0.171, -0.595, 0.167, 0.167, -0.073, 0.030, -0.066, -0.340, -0.041, 0.034, 1.058, -0.374, -0.102, 0.025, -0.073, 0.037, -0.040, -0.596, 0.171, 0.170, 0.167, -0.384, -0.050, 0.023, -0.089, 0.022, -0.080, -0.594, 0.178, 0.146, 0.178, 0.141, 0.123, 0.088, 0.138, 0.109, 0.141, 0.141, 0.118, 0.115, 0.141, 0.142, 0.126]
}

***

(4)
{
  "formula": "C12H29NO4S2",
  "method": "wB97M-V/def2-TZVPD",
  "de_lowest_kcal_mol": 39.4,
  "total_charge": 0,
  "lumo_energy_ev": 0.42,
  "fmax_ev_per_a": 4.2,
  "homo_ev": -9.02,
  "orbital_gap_ev": 9.4,
  "elements": ["C", "C", "S", "C", "N", "C", "O", "O", "S", "H", "H", "H", "H", "H", "H", "H", "H", "H", "C", "C", "O", "C", "C", "H", "H", "H", "H", "H", "H", "H", "H", "H", "H", "C", "C", "O", "C", "C", "H", "H", "H", "H", "H", "H", "H", "H", "H", "H"],
  "positions_angstrom": [[3.4728, 1.7059, -3.5070], [2.5403, 1.4876, -4.8233], [2.1855, 3.1239, -5.6691], [1.2170, 4.0466, -4.3674], [-0.2308, 3.6828, -4.4362], [-0.6040, 2.6823, -3.4545], [-0.1577, 2.6120, -2.2859], [-1.6059, 1.7437, -3.8569], [-1.0579, 0.1388, -3.7541], [2.9159, 1.2669, -2.6083], [3.5602, 2.8318, -3.3117], [4.5051, 1.2379, -3.6410], [1.5415, 1.0628, -4.4475], [2.9803, 0.7139, -5.5410], [1.6804, 3.9577, -3.3359], [1.2831, 5.1602, -4.6522], [-0.3625, 3.2058, -5.3517], [0.0935, 0.0367, -2.9862], [0.6230, -0.0038, 0.9915], [0.2303, -1.1233, 0.0447], [1.2086, -1.3880, -0.9551], [2.4837, -1.8104, -0.4939], [2.4463, -3.1166, 0.2791], [0.9040, 0.8936, 0.4340], [-0.2067, 0.2402, 1.6599], [1.4786, -0.2845, 1.6112], [-0.6795, -0.8292, -0.4855], [-0.0121, -2.0388, 0.5936], [2.9585, -1.0190, 0.0951], [3.1018, -1.9481, -1.3852], [1.9145, -3.0061, 1.2266], [3.4593, -3.4573, 0.5026], [1.9319, -3.8914, -0.2958], [-3.5064, -2.8390, 3.7594], [-2.2271, -2.1274, 4.1634], [-2.1890, -0.7640, 3.7668], [-3.1930, 0.0800, 4.3117], [-3.1449, 0.1797, 5.8261], [-3.7000, -2.7094, 2.6917], [-3.4352, -3.9074, 3.9789], [-4.3716, -2.4452, 4.2984], [-1.3837, -2.6147, 3.6668], [-2.0481, -2.2169, 5.2396], [-4.1843, -0.2357, 3.9704], [-3.0206, 1.0732, 3.8893], [-3.4013, -0.7710, 6.2986], [-3.8527, 0.9310, 6.1820], [-2.1414, 0.4521, 6.1637]],
  "forces_ev_per_a": [[-0.69, 0.17, -0.33], [-0.28, -0.34, 1.60], [0.00, -0.43, 0.84], [0.50, 1.37, -0.20], [-0.06, -3.31, 0.99], [0.96, 0.22, 2.87], [-1.12, 0.46, -4.02], [2.16, 1.51, 0.31], [-0.03, -1.06, -0.20], [1.03, 0.44, -1.19], [0.16, -1.69, -0.28], [-1.46, 0.71, 0.29], [1.43, 0.59, -0.83], [-0.62, 1.47, 0.76], [-0.94, -0.20, -1.23], [0.10, -1.77, 0.26], [-0.23, 0.80, 0.61], [-0.87, 0.94, -0.09], [0.22, 0.01, 0.12], [-0.10, 0.20, 0.09], [-0.05, 0.03, -0.31], [0.03, -0.07, -0.03], [-0.19, -0.04, 0.16], [-0.11, -0.06, -0.03], [0.04, -0.07, -0.07], [-0.08, 0.00, 0.05], [0.17, -0.09, -0.14], [0.05, -0.01, 0.05], [-0.02, -0.02, 0.07], [-0.19, 0.11, -0.05], [0.08, -0.01, 0.01], [-0.04, 0.03, -0.03], [0.09, 0.07, -0.02], [-0.22, 0.08, 0.07], [-0.04, -0.04, -0.10], [0.15, 0.05, -0.12], [0.03, 0.08, 0.06], [0.04, -0.21, 0.13], [0.09, -0.04, 0.05], [0.02, 0.09, -0.02], [0.03, -0.09, 0.01], [0.01, 0.23, -0.01], [-0.07, -0.02, 0.04], [-0.03, -0.04, 0.06], [0.12, -0.17, -0.11], [-0.06, 0.06, 0.02], [0.04, -0.02, -0.04], [-0.08, 0.05, -0.07]],
  "lowdin_charge": [-0.155, -0.498, 0.796, -0.467, 0.012, -0.545, 0.030, -0.464, 0.812, 0.071, 0.056, 0.074, 0.019, 0.084, 0.091, 0.096, 0.107, -0.112, -0.067, -0.273, -0.188, -0.284, -0.080, 0.080, 0.073, 0.068, 0.108, 0.106, 0.107, 0.116, 0.065, 0.077, 0.083, -0.082, -0.280, -0.173, -0.280, -0.083, 0.083, 0.077, 0.066, 0.115, 0.107, 0.107, 0.119, 0.065, 0.077, 0.083]
}

***

(5)
{
  "formula": "C9H6Cl2FeN2O4Sm",
  "method": "wB97M-V/def2-TZVPD",
  "spin_multiplicity": 11,
  "total_charge": 4,
  "lumo_energy_ev": [-15.70, -17.02],
  "fmax_ev_per_a": 17.7,
  "homo_ev": [-23.20, -23.09],
  "orbital_gap_ev": [7.5, 6.1],
  "elements": ["Sm", "Fe", "Cl", "Cl", "C", "C", "C", "O", "O", "O", "N", "C", "O", "C", "C", "C", "C", "N", "C", "H", "H", "H", "H", "H", "H"],
  "positions_angstrom": [[-0.1507, 1.5454, -2.4223], [0.0185, -0.0267, 0.0062], [1.7671, 1.3088, -1.0581], [-0.6830, -0.7778, -2.1929], [-1.3137, -0.9521, 0.7492], [0.1283, 3.6534, -2.6263], [-1.9050, 1.9467, -3.5842], [-2.2447, -1.6284, 1.2711], [0.3443, 4.7848, -2.6783], [-2.8733, 2.0850, -4.1947], [2.9099, -2.8256, 5.2943], [1.9700, -2.1356, 4.4639], [0.8306, -1.8832, 4.8973], [2.3795, -1.7409, 3.0686], [3.6023, -1.9580, 2.4918], [3.8492, -1.6102, 1.1868], [2.8259, -1.0420, 0.4440], [1.6198, -0.7761, 0.9601], [1.3881, -1.1167, 2.2585], [2.5585, -3.0637, 6.1908], [3.7738, -3.0451, 5.0043], [4.4184, -2.4323, 3.0672], [4.8300, -1.7950, 0.7279], [3.0404, -0.7947, -0.6383], [0.3734, -0.9116, 2.6715]],
  "forces_ev_per_a": [[3.57, -4.93, 0.24], [4.20, 0.93, -1.43], [1.75, 0.58, 1.71], [-0.79, -2.49, 0.61], [-13.37, -8.88, 7.50], [1.58, 12.69, -0.91], [-10.43, 2.36, -6.67], [9.29, 6.58, -5.20], [-0.87, -5.06, 0.21], [4.34, -0.70, 2.70], [-5.82, 2.63, -0.87], [-0.25, 0.16, 0.07], [2.03, -0.78, -0.03], [-2.02, 0.80, -0.42], [1.53, -0.84, 0.95], [0.22, 0.13, -0.90], [1.40, -0.05, -1.46], [-0.25, -0.73, 1.74], [0.16, -0.39, 0.56], [-0.25, -0.59, 1.71], [4.39, -1.28, -1.14], [-0.38, 0.31, -0.46], [-0.52, 0.10, 0.19], [-0.48, -0.38, 1.50], [0.97, -0.19, -0.20]],
  "lowdin_charge": [1.019, 0.482, 0.318, 0.294, -0.009, -0.096, -0.091, 0.214, 0.314, 0.314, 0.522, -0.230, 0.267, -0.077, 0.048, 0.046, -0.111, -0.102, 0.003, 0.184, 0.113, 0.158, 0.164, 0.119, 0.136]
}

***

(6)
{
  "formula": "C2HAgO4",
  "method": "wB97M-V/def2-TZVPD",
  "de_lowest_kcal_mol": 0.0,
  "total_charge": 0,
  "lumo_energy_ev": -1.24,
  "fmax_ev_per_a": 4.7,
  "homo_ev": -9.38,
  "orbital_gap_ev": 8.1,
  "elements": ["O", "C", "O", "O", "C", "O", "Ag", "H"],
  "positions_angstrom": [[0.9903, -0.8340, -0.1608], [-1.1775, -1.3930, 0.8685], [-2.1701, -1.6913, 0.3864], [0.2296, 0.7967, -1.6596], [0.5154, 0.4281, -0.3913], [0.5195, 1.2922, 0.5112], [1.0760, -0.3371, 2.1084], [0.0166, 1.7384, -1.6627]],
  "forces_ev_per_a": [[-1.77, 4.04, -1.47], [-2.45, -0.77, 0.09], [1.98, 0.56, 0.51], [-0.15, -0.89, 0.40], [3.21, -2.77, 0.73], [-0.68, -0.07, -0.12], [-0.13, -0.08, -0.40], [-0.01, -0.02, 0.26]],
  "lowdin_charge": [-0.243, 0.006, 0.085, 0.104, -0.767, -0.090, 0.785, 0.119]
}

***

(7)
{
  "formula": "CH3PS",
  "method": "wB97M-V/def2-TZVPD",
  "de_lowest_kcal_mol": 89.1,
  "total_charge": 0,
  "lumo_energy_ev": [-1.46, -2.11],
  "fmax_ev_per_a": 4.1,
  "homo_ev": [-9.63, -8.71],
  "orbital_gap_ev": [8.2, 6.6],
  "elements": ["C", "P", "S", "H", "H", "H"],
  "positions_angstrom": [[0.0073, 0.1941, 0.2151], [-0.8718, -0.3935, -1.3184], [0.8392, -0.0263, 2.1573], [0.7512, 0.7791, -0.2071], [-0.6395, 1.0701, 0.6139], [-0.0865, -1.6235, -1.4608]],
  "forces_ev_per_a": [[-1.68, 1.92, 3.21], [0.91, -1.60, 1.09], [-1.28, -0.56, -2.88], [2.06, 0.94, -0.78], [0.56, -1.38, -0.53], [-0.56, 0.68, -0.11]],
  "lowdin_charge": [-0.862, 0.722, 0.375, -0.081, -0.002, -0.152]
}

***

Copy entry 7 word for word.
{
  "formula": "CH3PS",
  "method": "wB97M-V/def2-TZVPD",
  "de_lowest_kcal_mol": 89.1,
  "total_charge": 0,
  "lumo_energy_ev": [-1.46, -2.11],
  "fmax_ev_per_a": 4.1,
  "homo_ev": [-9.63, -8.71],
  "orbital_gap_ev": [8.2, 6.6],
  "elements": ["C", "P", "S", "H", "H", "H"],
  "positions_angstrom": [[0.0073, 0.1941, 0.2151], [-0.8718, -0.3935, -1.3184], [0.8392, -0.0263, 2.1573], [0.7512, 0.7791, -0.2071], [-0.6395, 1.0701, 0.6139], [-0.0865, -1.6235, -1.4608]],
  "forces_ev_per_a": [[-1.68, 1.92, 3.21], [0.91, -1.60, 1.09], [-1.28, -0.56, -2.88], [2.06, 0.94, -0.78], [0.56, -1.38, -0.53], [-0.56, 0.68, -0.11]],
  "lowdin_charge": [-0.862, 0.722, 0.375, -0.081, -0.002, -0.152]
}